# 1
Molecular formula: C22H22Cl2N4O3S
Method: DFT, ωB97M-V with the def2-TZVPD basis set

Output
SMILES ... C=CCn1c(SCc2ccc(Cl)c(Cl)c2)nnc1[C@H](CO)NC(=O)c1ccc(OC)cc1
Frontier orbital gap ... 9.33 eV
DFT total energy ... -71154.23660 eV
Multiplicity ... 1
M ... 493.42 g mol⁻¹
HOMO energy ... -8.835 eV

CARTESIAN COORDINATES (ANGSTROEM)
C1 -2.6092 -2.9090 -3.0069
C2 -3.0918 -1.7778 -2.5304
C3 -2.2235 -0.7306 -1.8906
N1 -2.6021 -0.5377 -0.5119
C4 -2.2622 -1.2741 0.5825
N2 -2.8893 -0.8204 1.6379
N3 -3.6542 0.2117 1.2664
C5 -3.4830 0.3800 -0.0159
S1 -4.1424 1.6880 -0.9623
C6 -3.3991 3.0485 0.0421
C7 -1.9206 2.8589 0.0414
C8 -1.3002 2.2031 1.0991
C9 0.0510 1.9054 1.0388
C10 0.8077 2.2872 -0.0645
C11 0.1920 2.9530 -1.1148
C12 -1.1609 3.2254 -1.0656
H1 -1.6374 3.7232 -1.8966
H2 0.7808 3.2471 -1.9685
Cl1 2.4962 1.9448 -0.1283
Cl2 0.7895 1.0522 2.3413
H3 -1.8705 1.9056 1.9662
H4 -3.8316 2.9817 1.0377
H5 -3.7064 3.9657 -0.4559
C13 -1.2691 -2.3884 0.5944
N4 0.0780 -1.8558 0.5628
C14 0.8967 -1.9616 -0.5132
O1 0.5058 -2.4167 -1.5765
C15 2.2776 -1.4591 -0.3199
C16 2.9056 -1.3861 0.9240
C17 4.1918 -0.9082 1.0253
C18 4.8909 -0.4883 -0.1108
C19 4.2776 -0.5829 -1.3574
C20 2.9883 -1.0687 -1.4503
H6 2.5050 -1.1458 -2.4128
H7 4.7912 -0.2787 -2.2555
O2 6.1435 -0.0193 0.1083
C21 6.9046 0.4216 -0.9913
H8 7.8544 0.7548 -0.5765
H9 7.0854 -0.3884 -1.7048
H10 6.4204 1.2588 -1.5041
H11 4.6885 -0.8448 1.9805
H12 2.4050 -1.7262 1.8185
H13 0.3912 -1.3677 1.3880
H14 -1.3974 -3.0015 -0.3050
C22 -1.4579 -3.2451 1.8668
O3 -2.7740 -3.6721 2.0456
H15 -3.3147 -2.8910 2.2325
H16 -1.1165 -2.6570 2.7306
H17 -0.8450 -4.1457 1.7838
H18 -1.1778 -1.0397 -1.9363
H19 -2.3498 0.2320 -2.3981
H20 -4.1494 -1.5495 -2.5567
H21 -3.2438 -3.6510 -3.4600
H22 -1.5540 -3.1262 -2.9674

Cartesian forces, eV/Å:
0.01 -0.11 -0.13
0.09 0.24 0.12
0.19 -0.16 -0.62
-0.18 0.20 0.89
-0.01 0.03 -0.28
0.62 -0.83 0.43
-0.71 0.72 -0.20
-0.08 0.11 -0.33
-0.30 0.24 0.11
-0.15 -0.41 -0.20
0.29 0.06 0.12
-0.01 0.14 -0.07
0.07 0.10 -0.26
-0.04 -0.05 0.14
-0.01 -0.02 0.01
0.04 -0.02 0.16
-0.04 0.06 -0.12
0.09 0.02 -0.08
-0.03 0.22 -0.07
0.01 -0.03 0.31
-0.02 -0.04 0.05
0.02 0.12 -0.03
-0.02 0.05 0.05
-0.10 -0.31 0.00
-0.03 -0.16 0.26
-0.10 0.06 0.21
0.02 -0.14 -0.31
0.37 0.01 -0.23
0.03 0.02 -0.21
0.20 0.09 -0.03
-0.20 -0.12 0.09
0.33 0.08 -0.01
-0.23 -0.17 0.21
-0.04 -0.02 -0.07
0.07 0.04 -0.06
-0.23 -0.12 0.25
0.14 0.08 -0.21
-0.06 -0.01 -0.08
-0.02 0.04 0.02
0.01 -0.04 0.01
0.06 0.00 0.11
-0.04 -0.02 0.08
0.04 0.07 -0.10
0.01 0.07 0.19
0.23 0.19 -0.11
-0.40 -0.15 -0.04
0.10 0.00 0.02
0.07 -0.06 -0.07
0.07 0.17 -0.02
-0.09 0.10 0.00
0.11 -0.11 0.13
-0.17 -0.07 -0.04
-0.19 -0.11 -0.07
0.23 0.00 0.06



# 2
Molecular formula: C4H6O2
Method: DFT, ωB97M-V with the def2-TZVPD basis set

Output
Frontier orbital gap ... 9.10 eV
DFT total energy ... -8336.16409 eV
Multiplicity ... 1
M ... 86.09 g mol⁻¹
HOMO energy ... -9.039 eV

CARTESIAN COORDINATES (ANGSTROEM)
C1 1.0139 1.3277 0.4610
C2 -0.0076 0.9296 -0.5745
O1 -0.1042 1.4594 -1.6765
C3 -1.0536 -0.0311 -0.3020
C4 -0.7190 -1.4544 -0.5221
O2 -0.3743 -1.4184 0.8850
H1 1.4655 0.4536 0.9400
H2 1.7767 1.9368 -0.0270
H3 0.5318 1.9199 1.2461
H4 -1.1922 -1.2457 1.3828
H5 0.1947 -1.7294 -1.0570
H6 -1.5319 -2.1481 -0.7557

Cartesian forces, eV/Å:
0.06 0.03 -0.04
-0.03 0.13 -0.06
0.08 -0.22 0.26
0.11 -0.02 -0.11
-0.02 -0.06 -0.18
-0.18 0.08 0.23
-0.09 0.10 -0.11
-0.08 -0.05 0.06
0.01 -0.09 -0.12
0.14 -0.19 -0.05
-0.13 0.12 0.02
0.12 0.18 0.10



# 3
Molecular formula: C40H71N4O6
Method: DFT, ωB97M-V with the def2-TZVPD basis set

Output
Frontier orbital gap ... 5.93 eV
DFT total energy ... -60867.26786 eV
Multiplicity ... 1
Total charge ... +1
M ... 704.03 g mol⁻¹
HOMO energy ... -10.324 eV

CARTESIAN COORDINATES (ANGSTROEM)
C1 3.4075 -2.4651 3.5388
C2 4.1961 -1.5362 4.0558
C3 4.6168 -0.3283 3.3093
O1 4.4318 0.7481 3.7661
O2 5.2023 -0.5128 2.0984
C4 6.4163 0.2378 1.9420
C5 7.6210 -0.3338 2.6762
C6 8.1695 -1.6280 2.0623
C7 7.4332 -2.8830 2.5650
C8 7.2301 -3.9689 1.4923
C9 5.7482 -4.2330 1.1410
C10 5.3333 -3.9644 -0.2828
C11 6.0370 -3.0289 -1.0660
N1 5.6363 -2.7865 -2.3095
N2 4.5956 -3.3147 -2.9260
C12 3.8978 -4.2043 -2.2365
C13 2.7032 -4.7974 -2.9288
C14 4.2317 -4.5979 -0.8988
C15 3.4028 -5.6380 -0.2061
C16 2.2800 -4.9267 0.5835
O3 1.0238 -5.4647 0.2505
C17 0.0139 -4.4464 0.3726
C18 -1.3465 -5.1077 0.3904
O4 -2.4471 -4.2053 0.2773
C19 -2.1563 -2.8701 0.5470
C20 -2.0678 -2.4313 1.8768
C21 -1.7198 -1.0865 2.1303
C22 -1.4399 -0.1639 1.0778
C23 -1.0322 1.2741 1.4494
C24 -2.3016 1.8665 2.1244
C25 0.0367 1.1794 2.5649
C26 -0.6989 2.1867 0.2478
C27 0.6977 2.8243 0.1172
C28 1.8713 1.8335 0.1061
C29 0.9457 4.0209 1.0742
C30 0.6806 3.4748 -1.3038
C31 -1.5705 -0.6439 -0.2348
C32 -1.9187 -1.9895 -0.5278
H1 2.9915 -2.3586 2.5453
H2 3.1273 -3.3450 4.0976
H3 4.5706 -1.6456 5.0627
H4 6.6517 0.2548 0.8789
H5 6.2671 1.2781 2.2211
H6 7.3942 -0.4943 3.7319
H7 8.3774 0.4499 2.6591
H8 8.1638 -1.5491 0.9725
H9 9.2190 -1.6628 2.3498
H10 6.4976 -2.5848 3.0253
H11 8.0340 -3.3057 3.3678
H12 7.8518 -3.7590 0.6252
H13 7.6199 -4.8996 1.8979
H14 5.1552 -3.5363 1.7407
H15 5.4418 -5.2168 1.4710
H16 6.9030 -2.5125 -0.6878
H17 6.1735 -2.1255 -2.8580
H18 2.8983 -5.7960 -3.3046
H19 1.8720 -4.7877 -2.2274
H20 2.4258 -4.1168 -3.7278
H21 4.0288 -6.1734 0.4950
H22 2.9688 -6.2964 -0.9471
H23 2.4332 -4.9769 1.6650
H24 2.3067 -3.8580 0.3351
H25 0.1431 -3.7614 -0.4672
H26 0.1944 -3.9216 1.3104
H27 -1.4486 -5.6350 1.3433
H28 -1.4264 -5.8752 -0.3759
H29 -2.2570 -3.1497 2.6618
H30 -1.6660 -0.7823 3.1654
H31 -2.5949 1.2793 2.9908
H32 -3.1010 1.8663 1.3858
H33 -2.0681 2.8617 2.5014
H34 0.7417 1.9987 2.5869
H35 0.6265 0.2720 2.4177
H36 -0.4177 1.0621 3.5439
H37 -1.4052 3.0180 0.2607
H38 -0.8902 1.6985 -0.7008
H39 2.2345 1.6265 1.1105
H40 1.6299 0.8900 -0.3833
H41 2.7054 2.3053 -0.4112
H42 -0.0063 4.3679 1.4626
H43 1.6041 3.7107 1.8842
H44 1.4680 4.8040 0.5331
H45 1.6868 3.6770 -1.6628
H46 0.1557 4.4270 -1.2323
H47 0.1588 2.8595 -2.0355
H48 -1.3918 0.0060 -1.0779
H49 -1.9769 -2.3209 -1.5534
C33 -6.9069 0.1025 -2.1370
C34 -6.7142 1.5867 -1.8424
C35 -5.5377 1.8850 -0.9031
O5 -5.7743 1.6076 0.4624
C36 -5.6125 0.2515 0.8345
N3 -7.9737 2.1379 -1.3357
H50 -7.3761 -0.4229 -1.3057
H51 -7.5546 -0.0256 -3.0036
H52 -5.9537 -0.3839 -2.3562
H53 -6.4912 2.0802 -2.7936
H54 -5.3379 2.9601 -0.9475
H55 -4.6227 1.3767 -1.2419
H56 -4.8099 -0.2289 0.2645
H57 -6.5418 -0.3093 0.7133
H58 -5.3475 0.2323 1.8920
H59 -7.8832 3.1459 -1.2405
H60 -8.0905 1.8129 -0.3794
C37 -6.1157 4.6767 -4.4029
C38 -5.1751 5.2612 -3.3539
C39 -5.8962 6.0374 -2.2421
O6 -6.3473 7.3220 -2.6119
C40 -7.5794 7.3560 -3.3103
N4 -4.1610 6.0765 -4.0276
H61 -6.4781 5.4280 -5.1034
H62 -5.5981 3.9196 -4.9925
H63 -6.9812 4.2017 -3.9347
H64 -4.6629 4.4216 -2.8713
H65 -5.1814 6.2049 -1.4312
H66 -6.7234 5.4485 -1.8201
H67 -8.2622 6.5763 -2.9608
H68 -7.4287 7.2585 -4.3878
H69 -8.0347 8.3278 -3.1239
H70 -3.4701 6.3791 -3.3468
H71 -4.6084 6.9404 -4.3230

Cartesian forces, eV/Å:
-0.04 0.00 -0.07
0.01 -0.89 -0.57
-0.40 -0.16 0.12
0.12 1.34 0.55
0.47 -0.87 0.01
0.45 0.67 -0.32
-0.28 -0.13 -0.23
-0.01 0.43 0.60
0.63 0.13 -0.26
-0.21 -0.41 0.62
0.14 0.87 -0.18
-0.33 -0.35 -0.55
-0.93 -0.83 0.18
0.26 0.05 0.52
0.05 -0.18 0.37
0.17 -0.23 0.25
0.05 1.06 0.26
0.98 0.55 -0.26
0.16 0.74 0.28
-0.25 0.16 -0.17
-0.14 0.11 -0.12
0.54 -0.44 -0.09
-0.18 -0.29 0.75
0.24 0.40 -0.36
0.24 0.36 -0.50
0.23 1.13 -0.95
-0.12 -0.70 -0.94
-0.07 -0.94 0.05
-0.88 -0.25 0.84
0.47 -0.09 -0.20
0.44 -0.61 -0.46
0.45 0.07 0.43
0.18 0.57 -1.42
0.03 0.25 0.51
0.35 -1.12 -0.05
-0.39 0.03 0.38
-0.20 -0.89 0.27
0.07 0.66 1.68
0.03 -0.02 -0.12
-0.13 0.00 0.14
0.05 0.25 0.13
-0.25 -0.16 -0.16
-0.28 0.00 0.20
-0.06 0.01 0.10
0.10 0.03 -0.08
-0.11 0.01 -0.10
0.13 -0.30 -0.14
-0.25 -0.11 -0.11
-0.02 -0.03 0.12
-0.02 0.00 -0.15
0.08 -0.13 -0.13
-0.15 0.00 0.05
-0.02 -0.24 -0.16
0.08 0.20 -0.19
-0.18 0.01 -0.22
-0.05 -0.13 -0.01
-0.13 -0.39 0.02
0.07 -0.21 -0.32
0.05 -0.43 -0.13
-0.10 -0.28 0.14
0.17 -0.17 0.06
-0.10 0.08 -0.06
-0.17 0.22 0.01
-0.15 0.29 -0.01
0.08 -0.06 0.06
-0.04 0.18 -0.31
-0.04 0.11 0.17
0.07 0.13 0.01
-0.15 -0.17 -0.03
-0.27 0.32 0.18
-0.19 0.22 -0.20
-0.19 0.28 0.12
0.20 0.05 -0.02
-0.12 0.20 0.10
-0.06 0.08 -0.01
-0.02 -0.25 0.05
-0.06 -0.24 0.09
-0.07 -0.03 -0.11
0.11 -0.12 -0.12
0.03 0.32 0.13
-0.14 0.19 0.29
-0.07 0.24 0.08
0.09 0.07 0.01
-0.13 0.04 -0.23
0.10 -0.08 -0.12
0.01 0.00 -0.01
-0.10 -0.15 -0.02
0.04 -0.06 -0.14
-0.12 -0.22 0.19
0.12 0.25 -0.14
0.09 -0.09 -0.07
-0.05 0.05 0.19
0.16 0.17 0.04
0.02 0.04 0.05
-0.04 0.03 0.02
0.00 0.00 0.02
0.06 0.06 0.04
-0.03 0.01 0.06
-0.04 -0.09 -0.01
-0.02 -0.03 -0.02
0.06 -0.09 -0.08
0.03 0.03 -0.01
-0.06 0.01 -0.10
-0.08 -0.08 -0.04
-0.04 -0.22 0.00
-0.18 0.16 -0.25
0.17 -0.08 0.20
-0.10 -0.07 -0.02
0.07 0.17 -0.02
0.05 0.04 0.22
0.01 0.08 0.06
0.05 0.03 0.00
-0.02 0.03 -0.02
0.01 0.04 0.07
0.00 0.05 -0.01
-0.04 -0.03 -0.09
0.02 -0.04 -0.02
-0.08 -0.10 -0.01
0.02 0.00 0.05
0.06 -0.07 -0.04
-0.01 -0.04 -0.10



# 4
Molecular formula: C18H36BI2N7O10P2S
Method: DFT, ωB97M-V with the def2-TZVPD basis set

Output
Frontier orbital gap ... 4.82 eV
DFT total energy ... -96446.65541 eV
Multiplicity ... 1
M ... 869.16 g mol⁻¹
HOMO energy ... -5.783 eV

CARTESIAN COORDINATES (ANGSTROEM)
C1 4.6388 -2.1232 1.7533
C2 3.5589 -1.1754 1.2690
I1 4.2567 0.7885 0.8846
C3 2.2887 -1.5296 1.0626
I2 1.7863 -3.5729 1.4160
N1 1.3458 -0.5954 0.5562
C4 0.1994 -0.3437 1.2321
N2 -0.4645 -1.1947 1.9339
P1 -1.9948 -0.9445 2.7699
P2 -2.8410 -2.7250 1.8702
O1 -1.8857 -3.7658 2.3030
O2 -4.2759 -3.0498 2.4926
O3 -2.8462 -2.6589 0.2776
N3 -0.3762 0.9625 1.0969
C5 0.5551 1.9126 1.7265
C6 1.0918 1.4399 3.1079
C7 1.1932 2.6475 4.0820
C8 2.3449 3.6115 3.8177
O4 2.8375 4.2057 4.7288
O5 2.8139 3.8266 2.5315
C9 -0.6409 1.2220 -0.3403
C10 -1.0415 2.6736 -0.6367
C11 -1.9035 3.4217 0.4113
O6 -2.7747 4.3213 -0.2781
O7 -1.5053 0.1920 -0.7973
B1 -2.8678 0.4085 -0.9160
O8 -3.3719 0.4615 -2.1985
O9 -3.7591 0.6129 0.1413
C12 0.6559 0.9512 -1.2135
C13 0.2594 0.9745 -2.7268
C14 1.1616 1.8441 -3.6309
N4 0.8446 1.5678 -5.0283
N5 2.5791 1.5264 -3.4614
N6 0.8807 3.2782 -3.4250
C15 1.1510 -0.4831 -0.9279
N7 2.3480 -0.8588 -1.6637
C16 2.3069 -1.9739 -2.1638
S1 2.2977 -3.4773 -2.5708
H1 4.6865 -3.0193 1.1335
H2 5.6118 -1.6394 1.6456
H3 4.4938 -2.3503 2.8107
H4 -0.0907 -2.1514 2.0128
H5 -2.6394 0.2154 2.3087
H6 -4.2587 -4.0140 2.6142
H7 -1.9638 -3.0581 -0.0210
H8 1.4449 2.1445 1.1297
H9 0.0824 2.8766 1.9256
H10 0.3854 0.7653 3.6017
H11 2.0786 0.9844 3.0159
H12 1.2829 2.3060 5.1122
H13 0.2634 3.2286 4.0409
H14 2.1325 4.3211 2.0569
H15 -0.1006 3.2305 -0.6922
H16 -1.4771 2.8129 -1.6261
H17 -1.2619 4.0665 1.0188
H18 -2.4417 2.7630 1.1000
H19 -3.6918 4.0949 -0.1095
H20 -4.2531 0.0678 -2.1816
H21 -4.0549 1.5264 0.1586
H22 1.4410 1.6775 -1.0000
H23 -0.7603 1.3258 -2.8778
H24 0.2887 -0.0450 -3.1182
H25 0.6536 0.5852 -5.1632
H26 0.0548 2.1307 -5.3148
H27 2.9795 1.9872 -2.6558
H28 3.0512 1.7993 -4.3140
H29 1.2514 3.7501 -4.2464
H30 1.4437 3.6139 -2.6515
H31 0.3481 -1.1780 -1.2072
C17 -2.2810 -6.6060 -1.2687
C18 -2.1627 -5.1668 -0.7261
O10 -1.0398 -4.5492 -1.1812
H32 -1.4297 -7.2152 -0.9558
H33 -3.1938 -7.0916 -0.8891
H34 -2.3344 -6.6130 -2.3598
H35 -2.2498 -5.2711 0.3792
H36 -3.1363 -4.6840 -0.9910

Cartesian forces, eV/Å:
0.31 0.78 -0.38
0.27 -0.29 0.02
-0.31 -0.35 0.06
0.49 -0.13 0.11
-0.25 0.31 -0.34
0.67 -0.87 0.56
-0.91 0.81 -0.66
-0.01 0.33 -0.22
-0.49 -0.03 2.13
0.70 -2.03 -1.20
0.51 0.52 0.57
0.13 0.90 -0.71
-0.15 1.07 1.29
0.25 -0.16 -0.20
0.98 0.41 0.90
-0.56 1.00 0.31
0.20 -0.42 -0.91
-0.02 0.48 0.96
0.25 -0.14 -0.12
-0.54 -0.20 0.16
1.57 -0.48 -1.18
0.08 0.41 1.19
-0.06 0.34 -0.44
-0.15 -0.18 0.11
-0.69 0.83 0.66
-0.50 0.06 -0.83
0.31 -0.71 0.54
0.85 0.04 0.33
-0.78 -0.88 -0.80
0.61 0.59 0.28
0.16 -0.06 -0.13
0.28 0.42 0.16
-0.46 -0.41 -0.22
-0.27 -0.20 -0.16
-0.39 0.83 -0.49
-0.62 0.06 0.38
0.57 -0.90 0.52
-0.11 0.69 -0.26
-0.25 -0.10 0.23
-0.11 -0.03 0.14
-0.07 -0.25 -0.11
-0.17 -0.16 0.03
0.41 -0.19 -0.92
-0.15 0.00 0.11
-0.25 -0.61 -0.87
-0.19 -0.27 -0.28
-0.49 -0.31 -0.33
0.15 -0.20 -0.25
-0.17 -0.26 -0.02
0.20 0.09 -0.06
0.07 -0.01 -0.02
0.07 -0.10 -0.21
-0.07 -0.09 -0.10
-0.15 -0.37 0.11
-0.05 -0.19 0.05
0.04 -0.07 -0.15
-0.02 0.06 0.01
-0.16 0.39 -0.27
-0.41 -0.11 -0.09
0.01 -0.10 0.15
0.05 -0.05 0.08
0.06 0.06 0.07
-0.09 0.02 -0.13
-0.17 -0.24 -0.01
0.14 -0.07 -0.02
0.15 0.12 0.13
0.00 0.11 0.06
-0.06 0.03 0.05
-0.01 0.07 0.21
-0.32 -0.09 0.17
-0.35 -1.33 -0.45
-0.24 1.47 0.94
0.08 0.08 -0.04
0.07 0.03 -0.03
0.11 0.07 -0.01
0.26 0.03 0.06
0.17 0.11 -0.25



> Which formula does entry 2 have?

C4H6O2